99
Properties=species:S:1:pos:R:3:mulliken_spin:R:1 method="wB97M-V/def2-TZVPD" spin_multiplicity=2 gap_ev="8.066 / 5.388" charge=+2
Te 2.40884 2.56054 -0.67118 0.758
Zr -0.15833 -0.25723 -0.20942 -0.004
Cl -0.92047 -0.71318 2.49661 0.000
Cl -1.91963 4.59727 1.97098 0.000
S -1.36676 1.82730 0.56650 0.037
O 1.56944 -0.79495 0.68798 0.006
O -0.95970 0.83442 -2.04213 -0.006
N -1.42388 -2.15328 -0.59710 0.000
N -2.46228 -4.26625 0.07820 0.000
N -1.60815 -4.03705 -2.16003 0.000
N 1.33268 -0.59701 -1.55084 0.006
N -3.60017 -2.83346 -1.50098 0.000
C -1.75016 3.17053 2.93076 0.005
C 3.24451 7.86780 2.67629 -0.005
C 0.26675 4.06289 -6.46723 0.000
C 3.36533 6.62760 0.49942 -0.001
C -1.79623 -4.95021 -1.03060 0.000
C 3.23975 5.50210 -0.28931 -0.014
C 2.46248 2.72808 -3.66009 -0.025
C -1.40995 0.93972 4.54816 -0.002
C 2.27996 2.96290 2.45100 0.030
C -3.76281 -3.76678 -0.37905 0.000
C 3.62976 5.59679 -1.73996 0.014
C -0.64106 0.70108 -3.47059 0.001
C 0.56088 3.93010 -2.67659 -0.055
C 2.04739 -1.05479 -0.56777 0.010
C 2.80541 4.31012 0.34036 0.004
C -1.87232 3.28296 4.30621 -0.002
C -1.88218 0.92223 -4.29758 0.000
C -2.80435 -1.71645 -1.07033 0.000
C 3.10364 6.61347 1.87265 0.083
C 2.62309 4.24340 1.74113 -0.025
C 1.75215 3.19798 -2.54922 0.044
C -1.47252 1.94219 2.31648 -0.004
C 4.00171 -2.21319 0.43845 -0.001
C 0.79668 3.75934 -5.09607 0.007
C -1.65933 -3.16432 0.51765 -0.001
C 1.96991 3.03322 -4.92297 0.011
C 2.75706 5.40684 2.47465 -0.008
C 5.50064 -3.46954 -0.95525 0.001
C 3.62398 -2.35137 -1.94828 -0.001
C 4.74763 -3.14595 -2.07952 0.000
C 0.10802 4.18966 -3.96326 0.002
C 3.70978 1.89390 -3.53123 0.058
C 5.13032 -3.00423 0.29962 0.000
C -1.70677 2.16966 5.11295 0.004
C -2.91542 -3.53561 -2.59089 0.000
C 3.24804 -1.88755 -0.68711 0.009
C -0.79274 -2.92880 -1.75712 0.000
C -0.22709 4.45935 -1.50726 0.015
C -1.30187 0.86093 3.17477 0.005
H 4.25874 8.26146 2.59267 0.008
H -1.80619 2.25949 6.18543 0.000
H -1.26886 0.06084 5.16084 0.000
H -0.58220 3.41680 -6.70086 0.001
H -2.66530 -1.01233 -1.89219 0.000
H 4.35094 6.40157 -1.86970 0.002
H 4.23725 1.84179 -4.48136 0.004
H 0.18879 -3.27295 -1.42529 0.000
H 5.72089 -3.26155 1.16810 0.000
H 0.21044 5.38508 -1.12786 0.003
H 2.91748 2.12867 2.14459 0.006
H 5.04081 -3.51553 -3.05256 0.000
H 6.38128 -4.08920 -1.05900 0.000
H -4.26836 -3.25933 0.44377 0.000
H -4.37533 -4.60767 -0.70008 0.000
H -0.27878 3.75936 -0.67078 0.009
H 2.57015 8.63873 2.29976 0.009
H -2.17120 -2.64846 1.32823 0.000
H -0.82586 -5.32406 -0.70081 0.000
H -0.22591 -0.29622 -3.58113 0.000
H 1.02520 3.90689 -7.23147 0.000
H -2.40598 -5.79410 -1.34942 0.000
H 2.40546 3.08313 3.52537 0.001
H -3.29495 -1.20492 -0.23821 0.000
H 3.70048 -1.84845 1.41129 0.000
H 2.52150 2.69987 -5.79407 0.000
H 2.77417 5.81780 -2.37906 0.006
H -2.78098 -2.85347 -3.43288 0.000
H 3.02518 7.70042 3.72815 -0.001
H 3.70692 7.54903 0.04207 0.001
H 4.09172 4.68036 -2.10614 -0.004
H -0.68235 -3.51437 0.85882 0.000
H 1.24286 2.68019 2.26588 0.002
H -3.53186 -4.37184 -2.91690 0.000
H -0.65452 -2.23597 -2.58751 0.000
H -0.80624 4.75976 -4.08705 0.002
H -2.09746 4.24885 4.73574 0.000
H 2.60392 5.37392 3.54646 0.002
H 3.46286 0.87391 -3.21981 -0.012
H 3.02009 -2.09249 -2.80897 0.000
H 4.41058 2.30188 -2.79861 -0.001
H -1.63103 0.82463 -5.35402 0.000
H -1.49146 1.63490 -1.92087 -0.001
H -2.28253 1.92780 -4.14874 0.000
H -1.24890 4.68398 -1.81044 0.001
H -0.08367 5.09234 -6.53199 0.001
H 0.14077 1.42203 -3.69838 0.002
H -2.66174 0.19555 -4.06664 0.000

---

101
Properties=species:S:1:pos:R:3:mulliken_spin:R:1 method="wB97M-V/def2-TZVPD" spin_multiplicity=5 gap_ev="8.743 / 5.570" charge=+2
Rh -0.27320 0.12560 0.32820 2.408
As -1.09020 0.75560 3.13580 -0.051
S -1.18520 -1.82370 -0.69100 0.422
S -1.22110 1.99430 -0.83840 0.355
S 2.01730 0.01370 -0.54730 0.360
O 0.19740 -0.00050 2.39640 0.152
N 2.48690 2.41160 -1.82510 0.007
N -1.45350 0.27150 -2.92080 -0.048
N -3.39940 1.01950 -2.20350 0.003
N 0.52290 -1.39120 -2.73480 0.016
N 0.94620 1.14050 -2.75060 -0.011
N 0.83330 -3.35780 -1.78650 0.011
C 3.01360 4.19750 -0.28500 0.016
C 0.61600 -5.76520 -1.96470 0.003
C 0.09660 -2.22540 -1.75930 0.003
C -3.63150 0.11470 -3.20170 0.021
C -1.93040 3.53820 2.30660 -0.004
C 2.11700 -4.70250 -0.22120 0.005
C 0.79340 -4.59990 -0.98560 -0.023
C -4.53570 1.69990 -1.54570 -0.024
C -2.70070 -0.25600 2.67150 0.003
C -4.81640 -2.03610 2.49330 0.005
C 1.56540 -2.00590 -3.36590 0.024
C -0.35770 -4.62330 0.00950 0.029
C -5.26330 2.49950 -2.63160 0.003
C -5.05920 -0.67920 2.63510 0.000
C 1.76030 -3.21280 -2.78050 0.019
C 4.17570 2.00820 -0.02680 0.024
C -4.09870 2.63510 -0.42900 0.023
C -5.41270 0.59920 -0.93470 0.008
C -1.55930 1.03890 6.01580 0.004
C 4.68840 3.39640 -2.01310 0.002
C 0.39820 3.07640 2.72910 -0.007
C -0.73690 0.51150 5.02960 0.009
C -1.23900 0.81550 7.34540 0.001
C -0.11260 0.07590 7.67430 0.000
C -4.00520 0.21760 2.72880 0.008
C -2.06100 1.08330 -2.02630 0.052
C -3.51660 -2.50700 2.40230 -0.004
C 0.99240 2.31730 -3.44010 0.020
C 0.71880 4.38640 2.42610 -0.006
C 0.70990 -0.43700 6.68480 0.001
C 0.39730 -0.22080 5.35420 0.004
C -1.59580 4.84190 1.96890 0.000
C 3.58630 2.99030 -1.03020 -0.013
C 1.84320 1.22790 -1.74410 -0.011
C -0.27880 5.26230 2.02760 0.000
C -2.43460 -0.33480 -3.64950 0.008
C 1.93570 3.10420 -2.86750 0.020
C -0.92520 2.65140 2.66490 0.034
C -2.46210 -1.61780 2.50630 0.008
B 0.03600 -0.00880 -3.25300 0.139
H -0.35620 -5.59100 0.50210 0.002
H 4.36280 4.16130 -2.71070 0.000
H 2.24760 -3.84160 0.43100 0.000
H -0.29520 -5.63660 -2.54470 0.000
H 2.10900 -5.59740 0.39420 0.000
H 1.73960 4.72610 2.50250 0.000
H -1.31660 -4.50200 -0.48520 -0.003
H 3.46550 1.74550 0.75200 -0.012
H 2.68690 4.97890 -0.96470 0.000
H 4.52890 1.10380 -0.51380 -0.005
H 5.53530 3.79020 -1.46060 0.000
H 0.13860 -0.04060 -4.43580 0.000
H -2.20740 -1.04270 -4.42090 0.001
H 2.08530 -1.54320 -4.18150 0.002
H 5.02280 2.53080 -2.58010 0.000
H -2.43410 1.61730 5.73890 0.000
H 0.53480 -6.69190 -1.40540 0.000
H 0.12510 -0.10100 8.71130 0.000
H -1.86800 1.21940 8.12420 0.000
H 5.02890 2.48330 0.44950 0.002
H -6.11900 3.00790 -2.20100 0.000
H -4.79500 -0.11870 -0.39410 -0.003
H 2.16320 3.89100 0.32090 -0.006
H -0.24290 -3.85940 0.77280 -0.011
H -4.61110 -0.16930 -3.51930 0.004
H 2.48970 -3.95970 -3.01340 0.004
H -5.62180 1.86050 -3.43250 0.000
H 0.35370 2.50170 -4.28070 0.000
H -6.11220 1.03070 -0.22570 0.000
H -2.96650 3.23150 2.28500 0.000
H 1.16820 2.36430 3.01820 0.001
H -4.20660 1.27100 2.86620 0.000
H -3.61980 2.06940 0.36700 -0.005
H 1.59090 -1.00280 6.94830 0.000
H 3.77500 4.61370 0.36710 0.000
H -0.02580 6.27680 1.76590 0.000
H -3.42670 3.40750 -0.78880 -0.002
H -5.99100 0.07440 -1.68770 0.000
H -5.64550 -2.72440 2.48250 0.000
H 1.45070 -5.86490 -2.65150 0.000
H -3.32610 -3.56400 2.29730 0.000
H 1.02280 -0.61060 4.55700 0.000
H 2.23910 4.09480 -3.13220 0.004
H -4.97790 3.12460 -0.02060 0.001
H -4.60700 3.25220 -3.06450 0.000
H 2.97300 -4.76360 -0.88650 0.000
H -2.36890 5.53080 1.66230 0.000
H -6.07590 -0.32120 2.69840 0.000
H -1.43510 -1.97170 2.50540 0.002

---

101
Properties=species:S:1:pos:R:3:mulliken_spin:R:1 method="wB97M-V/def2-TZVPD" spin_multiplicity=2 gap_ev="7.331 / 5.454" charge=+1
Bi 0.17894 0.00637 0.43890 0.026
Ge -1.69222 -1.09504 -2.31627 0.346
S 1.73641 2.07218 -1.18355 0.001
S -0.74646 2.41728 1.01079 0.001
O -2.76911 -1.09635 -0.78029 0.339
O -1.01776 0.63670 -2.39266 0.187
O -0.24372 -2.14534 -1.75139 0.114
N 3.03600 4.42350 -1.26018 0.000
N 1.87727 4.15857 0.56202 0.001
N 1.24488 0.43876 2.32033 0.006
N 0.17078 -1.96724 1.86110 0.001
N 2.66075 -0.27674 0.20244 0.000
N -1.63263 0.23810 2.01433 -0.003
C -1.82636 1.16144 -4.61773 0.021
C -3.78639 -3.28541 -0.66811 0.012
C 0.43254 -2.17097 5.52236 0.000
C -2.39203 -0.55444 2.75634 -0.001
C -1.81362 1.56353 2.04108 0.002
C -0.54553 2.79889 -3.26418 0.014
C 0.96705 -0.35162 3.41198 0.002
C -0.53908 -4.08996 -3.17127 0.022
C -4.00551 -1.77104 -0.70941 -0.046
C -3.57169 1.31976 3.62882 -0.001
C 1.14980 -2.33680 -3.72512 0.011
C -3.37619 -0.06168 3.58524 0.003
C -1.57249 1.66053 -3.19008 -0.015
C 3.05444 1.96275 3.01540 0.000
C 4.56974 -0.19358 -1.21378 0.000
C 0.43484 -3.06305 -2.58022 -0.001
C -2.78506 2.14869 2.86049 0.001
C 0.95051 -0.92798 5.76834 0.000
C 3.29069 -0.65388 -0.87799 -0.011
C 4.35702 2.43128 2.79908 0.000
C 0.41745 -1.63912 3.14112 0.001
C 5.10414 1.99787 1.73947 0.000
C -2.86889 2.17299 -2.56383 0.014
C 0.15817 -2.55188 4.19818 0.000
C -4.69758 -1.29445 0.57581 0.030
C -0.31416 -3.14320 1.55131 0.003
C 3.55672 4.20500 -2.57795 0.000
C 1.43947 -3.79991 -1.67509 0.011
C 3.24583 0.58949 1.04931 0.002
C -4.90764 -1.42431 -1.89928 0.028
C 2.20355 3.57388 -0.61168 -0.002
C 3.21200 5.54463 -0.48914 0.000
C 1.21599 -0.02661 4.73435 0.000
C -0.37839 -3.80635 3.84510 0.000
C 2.49369 1.02266 2.17914 -0.002
C 2.48992 5.38329 0.64297 0.000
C -0.59681 -4.10967 2.52582 0.001
C 4.54828 1.09083 0.81752 0.000
C 5.20007 0.67153 -0.36060 0.000
H 1.18640 3.77418 1.19483 0.000
H 4.45782 4.79539 -2.71944 0.000
H 4.76932 3.14860 3.49222 0.000
H -2.68751 2.46265 -1.53118 -0.004
H -0.41712 3.23639 -2.27921 -0.002
H 2.48427 2.37800 3.82870 0.000
H 2.81803 4.48700 -3.33029 0.000
H -3.35156 -3.61056 -1.61244 -0.009
H -4.16732 -1.66739 1.44471 -0.007
H -4.72857 -3.80380 -0.51275 0.000
H 1.62727 -1.42831 -3.36569 -0.002
H 3.78122 3.14622 -2.69979 0.000
H -3.24156 3.03123 -3.11604 -0.002
H -0.48586 -3.32093 0.49937 -0.001
H -1.26090 -3.56648 -3.80158 -0.022
H 0.40851 2.40361 -3.59999 -0.003
H -5.87524 -1.90523 -1.78800 -0.004
H -2.13310 1.98519 -5.25603 -0.002
H -4.32905 1.73664 4.27489 0.000
H -3.61900 1.38412 -2.57425 -0.006
H -0.61477 -4.51285 4.62686 0.000
H 1.16746 -0.63117 6.78290 0.000
H 6.17858 1.06841 -0.58411 0.000
H 2.36726 6.03103 1.48646 0.000
H -5.72423 -1.64654 0.61121 0.003
H 5.02232 -0.50996 -2.13893 0.000
H -5.05204 -0.34890 -1.96232 0.005
H -2.19360 -1.61327 2.67449 -0.006
H -3.09849 -3.54372 0.13334 -0.005
H -0.99372 -5.06734 2.23354 0.000
H 2.20692 -4.29000 -2.26819 0.004
H 1.90669 -3.10463 -0.98357 -0.006
H -4.69115 -0.20814 0.60516 -0.006
H -0.91641 0.71855 -5.01791 0.004
H -0.00852 -4.83293 -3.76415 -0.005
H -3.98994 -0.73191 4.16412 0.000
H -1.07850 -4.59400 -2.37153 0.005
H -2.61310 0.40512 -4.60519 -0.025
H 0.23927 -2.86720 6.32243 0.000
H -2.90285 3.22118 2.87373 0.000
H -0.87980 3.56623 -3.95630 0.003
H 6.11349 2.34533 1.58428 0.000
H 1.89893 -2.97783 -4.18308 -0.002
H 0.92839 -4.55699 -1.08610 -0.005
H 3.83085 6.35790 -0.80924 0.000
H 2.75360 -1.31760 -1.53369 0.006
H 1.61685 0.93593 4.99918 0.000
H 0.41594 -2.04684 -4.47622 -0.004
H -4.44305 -1.76822 -2.82453 -0.020

---

105
Properties=species:S:1:pos:R:3:mulliken_spin:R:1 method="wB97M-V/def2-TZVPD" spin_multiplicity=6 gap_ev="8.303 / 8.343" charge=0
Mn 0.28804 0.14276 -1.33659 4.739
S 1.24347 0.66644 4.83125 0.000
S 5.60810 -1.69419 -1.34599 0.001
S 4.20276 -1.64272 1.74597 0.000
S 3.98211 -4.45827 -1.07054 0.001
O 2.42493 1.45218 5.05992 0.000
O 1.65858 -1.25087 -1.01520 -0.088
O 0.61476 1.92481 -0.32759 0.042
O 0.21668 3.30409 1.36946 0.011
O 1.36804 -0.75867 4.95087 0.000
N -0.69657 0.57516 -3.41985 -0.018
N -1.96189 -0.12699 -1.04090 0.136
N 0.58295 0.95119 3.31334 0.002
N -2.06332 -1.22262 0.98502 0.003
N -3.00283 0.90616 0.82618 -0.001
N -1.15133 -0.09477 -5.66330 0.002
N 1.02020 0.26231 -4.94395 -0.007
C -2.00373 1.01604 -3.17242 -0.009
C 4.04445 0.33056 -1.30266 -0.004
C -0.32002 0.26626 -4.63120 0.051
C 4.03030 -1.01562 -1.12126 0.000
C -3.30745 2.66331 8.28063 0.000
C 2.08270 1.80902 1.54545 -0.007
C -1.27319 0.54143 5.89631 0.000
C -4.02821 0.87956 -1.87719 0.000
C 2.93729 -2.23514 0.72456 0.028
C -2.33750 -0.12337 0.22269 -0.066
C 2.36395 -3.42767 -2.76710 0.004
C -2.66389 0.60664 -1.99284 0.045
C -2.16892 2.15765 7.45047 0.000
C -1.45959 -2.35058 0.30124 -0.017
C -2.45299 -0.68146 -5.45977 0.000
C -2.31229 1.00764 6.68018 0.000
C 2.34679 -3.04061 2.81167 0.002
C -3.97937 2.23822 -3.84496 0.002
C -4.03494 0.70853 1.81646 0.000
C 3.48245 -2.37063 3.12672 -0.001
C 1.53520 -0.84843 -5.73221 -0.001
C -0.07735 1.23306 5.89031 0.000
C 1.93894 0.69774 -3.91182 0.056
C 6.26796 -0.13981 -1.66224 0.000
C -2.65252 1.89327 -4.03727 0.001
C 2.04040 -2.97217 1.43456 -0.004
C -1.68094 -1.04824 2.37723 -0.007
C 0.87964 2.43981 0.80968 0.002
C 2.83905 -1.88710 -0.75195 -0.031
C 5.32809 0.83531 -1.61009 0.000
C -0.94533 0.39178 -7.00776 0.000
C 1.51916 0.57949 2.25674 0.010
C 2.95047 -3.16329 -1.56978 0.008
C -4.68453 1.67246 -2.79811 0.000
C 0.09842 2.36032 6.66635 0.000
C -0.94882 2.82405 7.44243 0.000
C 2.74700 -4.67972 -3.30335 -0.001
C 3.62693 -5.33711 -2.50706 0.000
C -2.77977 2.27809 0.43270 -0.002
H -0.89646 -0.43584 -7.72197 0.000
H -1.34951 -3.17030 1.00770 0.000
H -1.83992 2.36192 -0.11213 0.003
H -4.57610 0.46266 -1.04559 0.000
H 2.62092 -0.83140 -5.68420 -0.001
H -4.46282 2.92510 -4.52226 0.000
H 0.30766 1.92274 3.21093 0.000
H 1.05707 2.85324 6.65077 0.000
H 2.87741 1.01191 -4.36848 0.004
H -3.58619 2.66796 -0.19916 0.001
H -2.54118 -1.07505 -4.44985 0.000
H 2.50697 2.49549 2.28174 0.000
H -0.70996 -1.50960 2.56372 -0.002
H 1.74534 -3.55639 3.53643 0.000
H -4.25806 2.39929 7.82481 0.000
H 3.93238 -2.23415 4.08909 0.000
H -2.10153 -2.66904 -0.51986 0.001
H -2.57640 -1.50243 -6.17361 0.000
H 2.31863 -0.00449 2.71928 0.001
H 2.14823 -0.12066 -3.20335 -0.015
H -0.47177 -2.07163 -0.11673 0.038
H 5.53772 1.87579 -1.78092 0.000
H -3.25504 3.74346 8.39472 0.000
H -3.73472 1.09390 2.79592 0.000
H 2.38793 -5.06948 -4.24037 0.000
H -5.74019 1.86885 -2.67811 0.000
H 0.99542 -0.06151 1.52459 0.050
H 1.23647 -0.78148 -6.77555 0.000
H -3.25245 0.47802 6.69927 0.000
H -3.27723 2.21548 9.27392 0.000
H -4.93863 1.24421 1.50314 0.000
H 7.31524 -0.05138 -1.87183 0.000
H -2.42251 -1.50044 3.04170 0.000
H -2.70045 2.89225 1.33227 0.000
H -2.09843 2.31571 -4.86346 -0.001
H 1.67261 -2.74270 -3.22826 0.001
H 3.15904 0.94270 -1.22434 0.027
H 2.84560 1.49692 0.83360 0.006
H -3.25748 0.04515 -5.62670 0.000
H -0.82483 3.70919 8.04807 0.000
H 1.19325 -3.45328 0.97885 0.000
H -4.27946 -0.34795 1.90246 0.000
H -0.03334 0.97940 -7.06647 0.000
H -1.78712 1.03166 -7.29344 0.000
H 1.18941 -1.80611 -5.33528 0.000
H -1.36778 -0.34709 5.29261 0.000
H -1.58539 0.01110 2.60885 0.002
H 4.08793 -6.29253 -2.66712 0.000
H 1.50722 1.54556 -3.36879 -0.004